P.
Entry from the OMol25 dataset: a 6-piece molecular cluster, C20H60BF4N5O5 overall (ωB97M-V with the def2-TZVPD basis set).

## Properties
E_HOMO in eV: -18.18
Kohn-Sham gap in Eh: 0.3064
Net charge: +4
Lowest unoccupied orbital energy in eV: -9.85

Last columns: bonded neighbours and bond lengths (Å).
Element x y z (Å)
1 F -0.924 -1.464 -0.759  B35 1.387
2 F 0.752 -0.019 -0.047  B35 1.435
3 F -1.442 0.719 -0.063  B35 1.399
4 F -0.828 -0.884 1.423  B35 1.435
5 O -3.269 2.722 0.836  C19 1.414, C31 1.406
6 O 0.980 0.614 -3.850  C25 1.405, C27 1.426
7 O 6.204 3.938 1.858  C16 1.436, C23 1.392
8 O -4.306 -4.854 0.542  C18 1.385, C22 1.431
9 O 2.483 -5.606 -1.179  C24 1.434, C32 1.390
10 N 1.674 -2.687 -1.283  C15 1.499, H36 1.022, H54 1.033, H71 1.028
11 N 0.676 2.351 -1.823  C28 1.520, H55 1.019, H66 1.033, H67 1.024
12 N -1.640 2.096 2.844  C17 1.505, H68 1.035, H70 1.022, H79 1.020
13 N -3.662 -2.286 1.864  C29 1.500, H50 1.021, H58 1.027, H65 1.026
14 N 6.044 1.453 0.900  C26 1.520, H44 1.031, H59 1.026, H85 1.021
15 C 2.240 -3.485 -0.148  N10 1.499, C30 1.506, C32 1.520, H43 1.091
16 C 6.171 4.629 0.599  O7 1.436, H52 1.095, H82 1.083, H83 1.097
17 C -2.812 2.992 3.141  N12 1.505, C31 1.509, C34 1.509, H39 1.091
18 C -4.356 -3.603 -0.050  O8 1.385, C29 1.529, H45 1.095, H57 1.106
19 C -3.375 3.250 -0.471  O5 1.414, H76 1.087, H86 1.095, H94 1.093
20 C -0.670 3.939 -3.181  C28 1.503, H37 1.091, H38 1.091, H51 1.099
21 C -5.256 -1.267 0.302  C29 1.514, H40 1.091, H72 1.090, H78 1.094
22 C -5.218 -5.827 0.022  O8 1.431, H48 1.085, H63 1.093, H64 1.092
23 C 5.048 3.247 2.209  O7 1.392, C26 1.524, H84 1.098, H87 1.094
24 C 3.250 -6.450 -2.048  O9 1.434, H41 1.091, H89 1.089, H90 1.089
25 C 0.369 1.826 -4.215  O6 1.405, C28 1.526, H69 1.096, H92 1.093
26 C 4.723 2.129 1.227  N14 1.520, C23 1.524, C33 1.535, H42 1.090
27 C 0.074 -0.487 -3.902  O6 1.426, H56 1.093, H60 1.094, H93 1.089
28 C -0.270 2.501 -3.004  N11 1.520, C20 1.503, C25 1.526, H75 1.092
29 C -4.830 -2.561 0.963  N13 1.500, C18 1.529, C21 1.514, H47 1.088
30 C 1.108 -4.083 0.646  C15 1.506, H61 1.085, H62 1.096, H77 1.092
31 C -3.172 3.690 1.852  O5 1.406, C17 1.509, H46 1.101, H81 1.098
32 C 3.207 -4.545 -0.647  O9 1.390, C15 1.520, H49 1.097, H91 1.105
33 C 3.728 1.070 1.723  C26 1.535, H74 1.093, H88 1.092, H95 1.088
34 C -2.497 3.934 4.277  C17 1.509, H53 1.095, H73 1.087, H80 1.093
35 B -0.623 -0.406 0.086  F1 1.387, F2 1.435, F3 1.399, F4 1.435
36 H 2.411 -2.217 -1.813  N10 1.022
37 H -1.040 4.409 -2.270  C20 1.091
38 H -1.396 4.084 -3.982  C20 1.091
39 H -3.644 2.356 3.446  C17 1.091
40 H -5.521 -0.505 1.037  C21 1.091
41 H 4.172 -6.767 -1.558  C24 1.091
42 H 4.349 2.499 0.273  C26 1.090
43 H 2.826 -2.777 0.440  C15 1.091
44 H 6.826 2.124 0.944  N14 1.031
45 H -4.949 -3.526 -0.966  C18 1.095
46 H -2.478 4.509 1.611  C31 1.101
47 H -5.676 -2.931 1.536  C29 1.088
48 H -5.189 -6.689 0.680  C22 1.085
49 H 3.843 -4.842 0.197  C32 1.097
50 H -3.865 -1.574 2.567  N13 1.021
51 H 0.142 4.589 -3.536  C20 1.099
52 H 6.349 3.960 -0.248  C16 1.095
53 H -1.565 4.487 4.118  C34 1.095
54 H 0.950 -2.031 -0.947  N10 1.033
55 H 0.561 3.103 -1.146  N11 1.019
56 H -0.408 -0.512 -4.882  C27 1.093
57 H -3.358 -3.277 -0.398  C18 1.106
58 H -3.348 -3.106 2.397  N13 1.027
59 H 6.272 0.711 1.571  N14 1.026
60 H -0.685 -0.432 -3.116  C27 1.094
61 H 1.383 -4.970 1.208  C30 1.085
62 H 0.331 -4.413 -0.054  C30 1.096
63 H -4.891 -6.158 -0.966  C22 1.093
64 H -6.240 -5.450 -0.054  C22 1.092
65 H -2.839 -1.994 1.325  N13 1.026
66 H 0.588 1.444 -1.337  N11 1.033
67 H 1.650 2.353 -2.137  N11 1.024
68 H -1.770 1.582 1.956  N12 1.035
69 H -0.430 1.659 -4.946  C25 1.096
70 H -1.488 1.369 3.545  N12 1.022
71 H 1.203 -3.232 -2.016  N10 1.028
72 H -6.151 -1.435 -0.297  C21 1.090
73 H -3.340 4.603 4.434  C34 1.087
74 H 2.731 1.500 1.597  C33 1.093
75 H -1.162 1.928 -2.745  C28 1.092
76 H -3.026 2.497 -1.174  C19 1.087
77 H 0.583 -3.369 1.284  C30 1.092
78 H -4.507 -0.888 -0.400  C21 1.094
79 H -0.795 2.657 2.739  N12 1.020
80 H -2.308 3.422 5.223  C34 1.093
81 H -4.141 4.183 2.003  C31 1.098
82 H 6.897 5.432 0.659  C16 1.083
83 H 5.177 5.074 0.467  C16 1.097
84 H 4.171 3.891 2.355  C23 1.098
85 H 6.077 0.980 -0.005  N14 1.021
86 H -2.804 4.175 -0.602  C19 1.095
87 H 5.229 2.800 3.192  C23 1.094
88 H 3.852 0.925 2.798  C33 1.092
89 H 2.674 -7.367 -2.156  C24 1.089
90 H 3.377 -5.998 -3.031  C24 1.089
91 H 3.850 -4.089 -1.422  C32 1.105
92 H 1.057 2.494 -4.740  C25 1.093
93 H 0.608 -1.432 -3.825  C27 1.089
94 H -4.414 3.496 -0.703  C19 1.093
95 H 3.707 0.100 1.231  C33 1.088

***

Q.
Entry from the OMol25 dataset: a 6-piece molecular cluster, C20H60BF4N5O5 overall (ωB97M-V with the def2-TZVPD basis set).

## Properties
E_HOMO in eV: -17.30
Kohn-Sham gap in Eh: 0.3775
Net charge: +4
Lowest unoccupied orbital energy in eV: -7.02

Last columns: bonded neighbours and bond lengths (Å).
Element x y z (Å)
1 F -1.131 -0.993 -1.904  B35 1.434
2 F -0.147 -0.028 0.028  B35 1.437
3 F -2.023 -1.350 0.164  B35 1.375
4 F 0.037 -2.219 -0.488  B35 1.370
5 O 2.762 -5.086 -2.560  C28 1.362, C31 1.442
6 O -3.354 -7.708 3.688  C19 1.405, C25 1.369
7 O 1.899 3.322 3.080  C24 1.494, C33 1.421
8 O -5.497 -0.262 -0.165  C16 1.469, C18 1.431
9 O 4.498 8.779 -4.221  C15 1.434, C21 1.423
10 N -3.118 -10.157 4.786  C23 1.545, H81 1.077, H83 1.000, H91 1.027
11 N 0.706 1.848 1.468  C32 1.546, H73 1.007, H79 1.034, H88 1.040
12 N 1.329 -2.967 -2.991  C27 1.562, H45 1.022, H71 1.040, H89 1.023
13 N -3.711 -0.140 -2.050  C26 1.514, H44 1.010, H85 1.021, H92 1.040
14 N 4.566 11.522 -4.116  C29 1.530, H50 1.051, H52 1.052, H94 1.025
15 C 3.964 9.378 -3.033  O9 1.434, C29 1.572, H84 1.087, H87 1.110
16 C -6.307 -0.017 1.036  O8 1.469, H46 1.130, H59 1.120, H60 1.091
17 C 4.134 11.511 -1.628  C29 1.479, H61 1.054, H76 1.060, H93 1.109
18 C -6.097 -0.046 -1.445  O8 1.431, C26 1.514, H47 1.094, H72 1.118
19 C -4.279 -7.025 2.881  O6 1.405, H39 1.075, H43 1.078, H58 1.091
20 C -1.065 -8.886 5.298  C23 1.545, H55 1.124, H56 1.110, H64 1.076
21 C 3.551 7.866 -4.765  O9 1.423, H57 1.087, H82 1.078, H95 1.015
22 C 3.072 1.232 1.312  C32 1.574, H51 1.106, H53 1.100, H65 1.103
23 C -2.590 -8.922 5.548  N10 1.545, C20 1.545, C25 1.600, H67 1.101
24 C 1.811 4.267 4.235  O7 1.494, H36 1.106, H38 1.053, H62 1.119
25 C -3.445 -7.663 5.053  O6 1.369, C23 1.600, H54 1.120, H63 1.063
26 C -5.037 0.517 -2.369  N13 1.514, C18 1.514, C30 1.473, H42 1.092
27 C 2.794 -2.767 -2.487  N12 1.562, C28 1.566, C34 1.488, H90 1.053
28 C 2.958 -4.086 -1.657  O5 1.362, C27 1.566, H77 1.110, H86 1.092
29 C 4.662 10.765 -2.790  N14 1.530, C15 1.572, C17 1.479, H80 1.075
30 C -5.320 0.372 -3.807  C26 1.473, H66 1.108, H68 1.100, H70 1.071
31 C 2.613 -6.411 -2.011  O5 1.442, H40 1.099, H41 1.096, H49 1.070
32 C 1.829 1.156 2.275  N11 1.546, C22 1.574, C33 1.474, H75 1.098
33 C 2.107 1.972 3.471  O7 1.421, C32 1.474, H37 1.108, H48 1.068
34 C 2.819 -1.535 -1.653  C27 1.488, H69 1.147, H74 1.070, H78 1.078
35 B -0.839 -1.166 -0.510  F1 1.434, F2 1.437, F3 1.375, F4 1.370
36 H 2.427 5.134 3.932  C24 1.106
37 H 1.551 1.637 4.369  C33 1.108
38 H 2.189 3.849 5.125  C24 1.053
39 H -4.363 -5.956 2.940  C19 1.075
40 H 1.859 -6.440 -1.211  C31 1.099
41 H 3.546 -6.769 -1.559  C31 1.096
42 H -4.899 1.565 -2.097  C26 1.092
43 H -5.234 -7.499 3.039  C19 1.078
44 H -3.524 -0.425 -1.100  N13 1.010
45 H 1.061 -2.110 -3.481  N12 1.022
46 H -5.520 0.066 1.843  C16 1.130
47 H -6.854 0.721 -1.256  C18 1.094
48 H 3.159 1.919 3.646  C33 1.068
49 H 2.300 -6.957 -2.876  C31 1.070
50 H 5.155 12.392 -4.091  N14 1.051
51 H 2.967 0.838 0.284  C22 1.106
52 H 4.847 10.960 -4.960  N14 1.052
53 H 3.504 2.243 1.341  C22 1.100
54 H -2.980 -6.728 5.456  C25 1.120
55 H -0.740 -8.320 4.383  C20 1.124
56 H -0.621 -9.900 5.221  C20 1.110
57 H 3.614 6.961 -4.166  C21 1.087
58 H -3.853 -7.350 1.930  C19 1.091
59 H -7.036 -0.818 1.321  C16 1.120
60 H -6.847 0.930 0.990  C16 1.091
61 H 3.309 12.088 -1.939  C17 1.054
62 H 0.745 4.531 4.450  C24 1.119
63 H -4.416 -7.853 5.442  C25 1.063
64 H -0.584 -8.431 6.145  C20 1.076
65 H 3.843 0.550 1.710  C22 1.103
66 H -4.769 1.189 -4.314  C30 1.108
67 H -2.674 -9.094 6.633  C23 1.101
68 H -4.971 -0.571 -4.253  C30 1.100
69 H 2.636 -0.563 -2.231  C34 1.147
70 H -6.379 0.358 -3.974  C30 1.071
71 H 0.672 -3.054 -2.189  N12 1.040
72 H -6.547 -0.999 -1.819  C18 1.118
73 H -0.239 1.621 1.735  N11 1.007
74 H 3.830 -1.406 -1.329  C34 1.070
75 H 1.403 0.236 2.696  C32 1.098
76 H 3.763 10.821 -0.912  C17 1.060
77 H 3.967 -4.018 -1.199  C28 1.110
78 H 2.233 -1.535 -0.747  C34 1.078
79 H 0.850 1.798 0.445  N11 1.034
80 H 5.715 10.560 -2.720  C29 1.075
81 H -2.985 -9.891 3.751  N10 1.077
82 H 2.596 8.360 -4.839  C21 1.078
83 H -4.085 -10.339 4.963  N10 1.000
84 H 2.899 9.594 -3.066  C15 1.087
85 H -3.757 -1.013 -2.578  N13 1.021
86 H 2.307 -4.245 -0.795  C28 1.092
87 H 4.255 8.804 -2.128  C15 1.110
88 H 0.896 2.842 1.709  N11 1.040
89 H 1.365 -3.886 -3.439  N12 1.023
90 H 3.396 -2.616 -3.338  C27 1.053
91 H -2.536 -10.982 4.974  N10 1.027
92 H -2.924 0.433 -2.416  N13 1.040
93 H 4.777 12.313 -1.212  C17 1.109
94 H 3.602 11.836 -4.266  N14 1.025
95 H 3.947 7.546 -5.644  C21 1.015

***

Stability, highest: Q

***

P.
Entry from the OMol25 dataset: a 2-piece molecular cluster, C6H8ClN overall (ωB97M-V with the def2-TZVPD basis set).

## Properties
E_HOMO (spin up / spin down) in eV: -6.87 / -9.66
Kohn-Sham gap (spin up / spin down) in Eh: 0.2367 / 0.3456
Lowest unoccupied orbital energy (spin up / spin down) in eV: -0.43 / -0.26

Last columns: bonded neighbours and bond lengths (Å).
Element x y z (Å)
1 Cl 1.670 0.016 2.893  C8 1.737
2 N 1.408 -2.017 0.846  H12 1.077, H16 1.040
3 C -1.635 0.250 0.676  C4 1.542, C7 1.357, H9 1.035
4 C -1.140 0.582 -0.746  C3 1.542, C5 1.443, H10 1.038, H13 1.161
5 C 0.239 1.007 -0.728  C4 1.443, C6 1.374, H14 1.131
6 C 1.078 0.913 0.356  C5 1.374, C8 1.430, H11 1.067
7 C -0.733 0.028 1.665  C3 1.357, C8 1.376, H15 1.015
8 C 0.620 0.231 1.526  Cl1 1.737, C6 1.430, C7 1.376
9 H -2.625 0.139 0.959  C3 1.035
10 H -1.686 1.306 -1.251  C4 1.038
11 H 2.123 1.130 0.345  C6 1.067
12 H 0.815 -2.905 0.704  N2 1.077
13 H -1.413 -0.395 -1.311  C4 1.161
14 H 0.661 1.271 -1.744  C5 1.131
15 H -1.062 -0.230 2.590  C7 1.015
16 H 1.943 -1.868 -0.033  N2 1.040

***

Q.
Entry from the OMol25 dataset: one molecule with the formula C6H8ClN (ωB97M-V with the def2-TZVPD basis set).

## Properties
E_HOMO in eV: -8.94
Kohn-Sham gap in Eh: 0.3659
Lowest unoccupied orbital energy in eV: 1.01
SMILES string: CC1=C(Cl)[C@@H]2N[C@@H]2C1

Last columns: bonded neighbours and bond lengths (Å).
Element x y z (Å)
1 Cl 2.191 0.210 1.953  C3 1.782
2 N -1.591 -0.293 1.365  C5 1.468, C6 1.428, H11 0.998
3 C 0.756 0.222 0.896  Cl1 1.782, C4 1.307, C5 1.501
4 C 0.668 -0.255 -0.317  C3 1.307, C7 1.483, C8 1.516
5 C -0.565 0.756 1.368  N2 1.468, C3 1.501, C6 1.487, H10 1.043
6 C -1.476 0.541 0.212  N2 1.428, C5 1.487, C7 1.513, H15 1.092
7 C -0.663 -0.028 -0.930  C4 1.483, C6 1.513, H9 1.087, H14 1.140
8 C 1.779 -0.812 -1.185  C4 1.516, H12 1.067, H13 1.128, H16 1.141
9 H -0.685 0.633 -1.793  C7 1.087
10 H -0.707 1.557 2.022  C5 1.043
11 H -2.339 -0.035 1.974  N2 0.998
12 H 1.876 -1.866 -1.056  C8 1.067
13 H 2.711 -0.221 -0.953  C8 1.128
14 H -1.103 -0.999 -1.333  C7 1.140
15 H -2.289 1.248 0.038  C6 1.092
16 H 1.437 -0.657 -2.262  C8 1.141

***

Stability, highest: Q